1.
DFT (ωB97M-V/def2-TZVPD) results for a structure of composition C36H49LiN5Si2Te.

The calculated total energy comes out at -2529.538671 hartree. As for the energy above the lowest of the compared OMol25 structures with the same formula, charge and spin: 0.0 kJ/mol. The value obtained for the LUMO energy (spin up / spin down) is 2.38 / 2.39 eV. As for the charge: -1. For the HOMO energy (spin up / spin down), the calculation gives -2.33 / -3.77 eV.

Element x y z (Å)
Li  0.33  -0.33  -0.40
N  -2.33  -3.50  1.41
C  -1.25  -2.78  0.97
N  -1.32  -1.64  0.41
C  -2.58  -1.04  0.22
N  -2.66  0.14  -0.37
N  -1.48  0.61  -0.72
C  -1.42  1.75  -1.39
C  -0.13  2.16  -1.84
C  0.08  3.37  -2.55
C  1.33  3.69  -2.99
C  2.40  2.83  -2.73
C  2.13  1.67  -2.02
N  0.92  1.33  -1.58
C  -3.77  -1.71  0.71
C  -5.05  -1.17  0.62
C  -6.15  -1.86  1.10
C  -5.99  -3.11  1.70
C  -4.72  -3.66  1.81
C  -3.63  -2.97  1.32
H  -2.18  -4.37  1.87
H  -0.27  -3.23  1.12
H  -2.31  2.34  -1.61
H  -0.77  4.02  -2.74
H  1.49  4.62  -3.53
H  3.41  3.05  -3.06
H  2.92  0.96  -1.79
H  -5.16  -0.20  0.15
H  -7.14  -1.43  1.02
H  -6.85  -3.65  2.09
H  -4.58  -4.63  2.28
C  -2.23  -1.61  -3.45
Te  -0.20  -1.82  -2.81
C  0.16  -0.59  -4.52
C  -0.99  -0.84  -5.46
C  -0.91  -0.58  -6.83
C  -1.99  -0.82  -7.66
C  -3.17  -1.33  -7.13
C  -3.26  -1.58  -5.77
C  -2.18  -1.34  -4.93
H  -2.66  -0.76  -2.90
H  -2.81  -2.50  -3.21
H  1.12  -0.81  -4.97
H  0.17  0.45  -4.17
H  0.01  -0.19  -7.24
H  -1.91  -0.63  -8.72
H  -4.02  -1.53  -7.78
H  -4.18  -1.98  -5.35
C  5.54  -3.12  -1.06
Si  4.06  -3.75  -0.11
C  3.45  -5.31  -0.94
C  4.63  -4.20  1.62
C  2.77  -2.51  -0.04
C  1.91  -1.63  0.01
H  6.34  -3.86  -1.09
H  5.93  -2.21  -0.59
H  5.26  -2.87  -2.08
H  4.24  -6.06  -1.00
H  3.10  -5.09  -1.96
H  2.60  -5.73  -0.39
H  5.43  -4.95  1.59
H  3.80  -4.60  2.20
H  5.01  -3.32  2.14
C  1.48  -0.88  3.31
Si  0.94  0.68  2.41
C  -0.62  1.38  3.28
C  -1.28  2.49  2.46
C  -0.32  1.90  4.69
C  -1.63  0.24  3.41
C  2.45  1.86  2.28
C  3.51  1.17  1.42
C  2.08  3.19  1.63
C  3.07  2.14  3.66
H  1.82  -0.66  4.33
H  2.28  -1.36  2.75
H  0.66  -1.59  3.37
H  -0.65  3.38  2.38
H  -2.22  2.79  2.94
H  -1.51  2.16  1.45
H  0.28  2.82  4.68
H  0.21  1.17  5.31
H  -1.26  2.14  5.20
H  -1.89  -0.18  2.43
H  -2.56  0.62  3.86
H  -1.27  -0.57  4.04
H  3.15  0.92  0.43
H  3.87  0.24  1.86
H  4.37  1.85  1.32
H  1.60  3.05  0.65
H  2.99  3.78  1.47
H  1.41  3.79  2.25
H  3.30  1.22  4.20
H  2.42  2.75  4.30
H  4.01  2.69  3.53

=====

2.
DFT (ωB97M-V/def2-TZVPD) results for a cluster of 3 separate species, C36H49N9O7S in total at a distorted geometry.

The calculated total energy comes out at -2818.689707 hartree. The SMILES is [H]/N=C(\N)NCCCCc1c(O)c(S)c(N)c2nc(CCCCOC)c(CCCCNC(C)=O)nc12.O=[N+]([O-])c1ccccc1.O=[N+]([O-])c1ccccc1. The value obtained for the LUMO energy is -0.53 eV. For the HOMO energy, the calculation gives -7.74 eV.

Element x y z (Å)
H  -7.62  3.42  -2.34
N  -7.31  3.71  -1.42
C  -6.21  3.15  -1.12
N  -5.52  2.20  -1.93
N  -5.60  3.42  0.08
C  -5.47  4.83  0.47
C  -4.07  5.29  0.85
C  -3.07  5.37  -0.29
C  -2.56  4.02  -0.80
C  -1.21  4.01  -1.46
C  -0.78  5.01  -2.33
O  -1.61  6.05  -2.69
C  0.50  5.00  -2.94
S  0.81  6.37  -4.00
C  1.37  3.96  -2.69
N  2.63  3.86  -3.26
C  0.94  2.90  -1.83
N  1.82  1.89  -1.63
C  1.43  0.93  -0.83
C  2.43  -0.18  -0.63
C  3.74  0.31  0.02
C  4.36  -0.71  0.98
C  3.44  -1.04  2.14
O  4.00  -1.95  3.06
C  4.04  -3.27  2.56
C  0.15  0.95  -0.19
C  -0.18  -0.16  0.77
C  -1.65  -0.37  1.12
C  -2.41  -0.94  -0.07
C  -3.78  -1.56  0.31
N  -4.40  -0.96  1.49
C  -5.51  -1.71  1.94
C  -6.87  -1.39  1.39
O  -5.36  -2.62  2.70
N  -0.69  1.91  -0.40
C  -0.32  2.93  -1.23
H  -4.88  2.66  -2.57
H  -6.18  1.69  -2.50
H  -4.75  2.89  0.20
H  -5.89  5.45  -0.31
H  -6.09  5.00  1.34
H  -4.21  6.30  1.23
H  -3.66  4.72  1.68
H  -2.24  6.01  -0.04
H  -3.58  5.89  -1.10
H  -3.26  3.56  -1.49
H  -2.54  3.35  0.05
H  -1.29  6.86  -2.29
H  2.13  6.33  -4.14
H  3.24  3.25  -2.73
H  3.06  4.76  -3.40
H  2.68  -0.51  -1.63
H  2.02  -1.03  -0.13
H  4.46  0.47  -0.77
H  3.54  1.25  0.54
H  4.67  -1.58  0.42
H  5.24  -0.24  1.40
H  3.21  -0.12  2.66
H  2.49  -1.46  1.81
H  4.18  -3.92  3.42
H  3.11  -3.54  2.07
H  4.87  -3.42  1.88
H  0.39  0.01  1.68
H  0.11  -1.09  0.32
H  -2.11  0.53  1.49
H  -1.65  -1.10  1.92
H  -2.58  -0.18  -0.81
H  -1.86  -1.78  -0.49
H  -4.43  -1.44  -0.55
H  -3.66  -2.62  0.47
H  -4.65  0.00  1.32
H  -7.18  -0.40  1.68
H  -6.88  -1.45  0.31
H  -7.57  -2.10  1.81
O  7.04  -2.18  0.91
N  7.26  -2.54  -0.23
O  6.58  -3.35  -0.83
C  8.42  -1.96  -0.93
C  9.22  -1.06  -0.25
C  10.32  -0.53  -0.91
C  10.60  -0.90  -2.22
C  9.77  -1.80  -2.88
C  8.67  -2.34  -2.23
H  9.00  -0.78  0.77
H  10.96  0.17  -0.39
H  11.46  -0.49  -2.72
H  9.99  -2.09  -3.90
H  8.02  -3.04  -2.74
O  0.41  -5.84  1.01
N  -0.52  -5.10  1.25
O  -0.49  -3.89  1.15
C  -1.78  -5.71  1.71
C  -1.85  -7.08  1.85
C  -3.04  -7.64  2.31
C  -4.12  -6.82  2.61
C  -4.02  -5.45  2.46
C  -2.85  -4.88  2.00
H  -1.00  -7.70  1.61
H  -3.11  -8.71  2.43
H  -5.04  -7.26  2.98
H  -4.86  -4.81  2.70
H  -2.76  -3.81  1.89

=====

3.
DFT (ωB97M-V/def2-TZVPD) results for a structure of composition C36H50CrN2O6PSi4 at a distorted geometry.

The calculated total energy comes out at -4506.484235 hartree. The value obtained for the LUMO energy (spin up / spin down) is -0.84 / -0.83 eV. The multiplicity is 2. The expectation value of S² is 0.78. For the HOMO energy (spin up / spin down), the calculation gives -7.82 / -7.81 eV.

Element x y z (Å)
Cr  0.15  0.48  -0.30
O  0.11  1.97  0.92
C  -0.49  3.05  0.87
C  -1.63  3.31  0.06
C  -2.40  4.45  0.25
C  -3.56  4.63  -0.47
C  -3.98  3.68  -1.41
C  -3.21  2.57  -1.64
C  -2.00  2.37  -0.95
O  -1.22  1.39  -1.28
N  -4.37  5.81  -0.23
O  -5.43  5.90  -0.82
O  -3.96  6.64  0.57
H  -0.15  3.84  1.54
H  -2.12  5.20  0.98
H  -4.91  3.84  -1.94
H  -3.51  1.83  -2.37
O  0.66  -3.80  -0.06
N  0.51  -3.10  -1.22
C  1.03  -3.67  -2.21
C  0.94  -3.10  -3.55
C  1.34  -3.94  -4.60
C  1.21  -3.56  -5.92
C  0.66  -2.33  -6.22
C  0.31  -1.46  -5.21
C  0.45  -1.79  -3.86
P  -0.09  -0.47  -2.66
C  -1.88  -0.72  -2.94
C  -2.59  -1.39  -1.94
C  -3.94  -1.66  -2.09
C  -4.61  -1.23  -3.22
C  -3.92  -0.56  -4.22
C  -2.56  -0.32  -4.09
C  0.43  0.98  -3.68
C  -0.29  2.15  -3.90
C  0.32  3.28  -4.42
C  1.67  3.27  -4.73
C  2.39  2.09  -4.58
C  1.78  0.96  -4.07
H  0.71  -3.09  0.64
H  1.52  -4.63  -2.09
H  1.74  -4.91  -4.36
H  1.51  -4.24  -6.71
H  0.52  -2.04  -7.25
H  -0.08  -0.49  -5.47
H  -2.06  -1.69  -1.04
H  -4.48  -2.18  -1.31
H  -5.67  -1.42  -3.33
H  -4.44  -0.22  -5.11
H  -2.03  0.21  -4.88
H  -1.34  2.20  -3.66
H  -0.26  4.18  -4.57
H  2.16  4.17  -5.09
H  3.44  2.06  -4.85
H  2.34  0.05  -3.97
C  2.20  0.54  -0.74
O  0.63  -0.60  1.19
H  2.74  -0.07  -0.02
H  2.56  1.57  -0.66
H  2.45  0.17  -1.73
C  0.57  1.11  5.79
Si  0.41  1.32  3.90
C  1.58  2.78  3.53
C  -1.45  1.65  3.62
Si  0.98  -0.72  2.78
Si  -0.45  -2.48  3.52
C  -0.46  -2.56  5.42
C  0.07  -4.20  2.93
C  -2.21  -2.10  2.92
Si  3.32  -1.03  3.05
C  3.59  -1.08  4.93
C  3.90  -2.72  2.40
C  4.47  0.34  2.39
H  0.18  2.00  6.29
H  1.61  1.00  6.09
H  0.03  0.25  6.16
H  1.12  3.74  3.78
H  1.89  2.81  2.49
H  2.48  2.68  4.14
H  -1.70  2.71  3.65
H  -2.04  1.16  4.40
H  -1.79  1.26  2.66
H  0.54  -2.78  5.80
H  -1.14  -3.33  5.78
H  -0.78  -1.61  5.86
H  1.14  -4.36  3.11
H  -0.10  -4.32  1.86
H  -0.47  -4.99  3.45
H  -2.68  -1.34  3.53
H  -2.85  -2.99  2.93
H  -2.19  -1.73  1.89
H  2.95  -1.83  5.40
H  3.35  -0.11  5.39
H  4.62  -1.32  5.18
H  3.50  -3.51  3.04
H  4.99  -2.80  2.42
H  3.56  -2.91  1.38
H  4.25  1.28  2.88
H  4.35  0.49  1.32
H  5.52  0.10  2.58